Density functional theory data (the ωB97M-V functional and the def2-TZVPD basis) for a 14-piece molecular cluster, C43H96Cl2O18 overall.

## Properties
lowest unoccupied orbital energy = -0.1 eV
gap between HOMO and LUMO = 9.199 eV
E = -108039.6292 eV

ORCA input file:
```
! wB97M-V def2-TZVPD RIJCOSX def2/J DEFGRID3
* xyz 0 1
C -2.0277 -3.8725 -1.3326
C -1.9374 -3.5294 -2.7732
C -1.2414 -4.8191 -3.3189
O -1.7676 -5.8604 -2.5238
C -2.3498 -5.3890 -1.3043
H -2.8336 -3.2518 -0.9410
H -1.0548 -3.6806 -0.8802
H -1.4127 -2.5878 -2.9352
H -2.9188 -3.3562 -3.2148
H -0.1782 -4.7680 -3.0841
H -1.3937 -4.9812 -4.3860
H -1.9032 -5.8545 -0.4257
H -3.4374 -5.4573 -1.3277
C -3.7648 -4.7519 3.0792
C -2.5017 -4.0002 2.8109
C -2.4231 -3.0427 3.9982
O -3.8173 -2.6619 4.0792
C -4.7036 -3.6272 3.5242
H -3.5619 -5.5054 3.8402
H -4.0222 -5.3209 2.1859
H -2.6373 -3.3991 1.9119
H -1.6254 -4.6369 2.6892
H -1.7538 -2.2052 3.8016
H -2.1181 -3.5052 4.9369
H -5.3973 -3.3142 2.7439
H -5.2391 -4.0087 4.3935
C -1.0548 0.7987 0.3147
C -0.5136 -0.2975 -0.5184
C 0.9118 -0.2134 -0.3429
O 1.1099 0.3333 0.9586
C -0.1290 0.6700 1.5426
H -2.0816 0.6318 0.6403
H -0.9366 1.7515 -0.2014
H -0.7967 -0.1575 -1.5617
H -0.9768 -1.2392 -0.2238
H 1.2201 0.4809 -1.1245
H 1.3844 -1.1818 -0.5070
H -0.0146 1.6237 2.0578
H -0.5493 -0.0624 2.2318
C 4.1115 0.7222 -3.1540
C 3.6948 1.3492 -4.4354
C 4.4517 2.6990 -4.3848
O 5.6855 2.3494 -3.7519
C 5.4542 1.2836 -2.8127
H 4.0438 -0.3656 -3.1689
H 3.4317 0.9753 -2.3405
H 2.6163 1.4938 -4.4993
H 3.9291 0.8738 -5.3878
H 3.9358 3.5077 -3.8671
H 4.6399 3.0767 -5.3898
H 5.4097 1.7046 -1.8083
H 6.1478 0.4568 -2.9658
C 0.8864 -2.2402 -5.4131
C 1.6390 -2.0722 -4.1062
C 2.5619 -3.2632 -3.9614
O 2.6992 -3.8740 -5.2420
C 1.4976 -3.5361 -5.9605
H 1.0182 -1.3866 -6.0781
H -0.1777 -2.3674 -5.2143
H 0.9362 -2.0906 -3.2731
H 2.2279 -1.1568 -4.1632
H 2.1260 -3.9500 -3.2359
H 3.5096 -3.0109 -3.4857
H 0.7782 -4.3336 -5.7744
H 1.6305 -3.5752 -7.0416
C -5.6389 -0.9365 -0.9609
C -4.6058 -0.6047 -1.9056
C -4.2306 0.8010 -1.4021
O -4.3101 0.6538 0.0573
C -5.1563 -0.4548 0.3744
H -5.8618 -2.0011 -0.8903
H -6.5602 -0.4361 -1.2590
H -4.9383 -0.5975 -2.9436
H -3.7721 -1.3064 -1.8806
H -4.9686 1.5832 -1.5800
H -3.3040 1.1845 -1.8290
H -6.0020 -0.0947 0.9604
H -4.5180 -1.1691 0.8944
C 3.7838 -4.3964 -0.6086
C 5.1888 -3.9421 -1.0248
C 5.1601 -2.3892 -1.1958
O 3.7938 -2.0385 -0.9759
C 3.2341 -3.0596 -0.0743
H 3.8092 -5.0974 0.2258
H 3.1395 -4.8333 -1.3715
H 5.5155 -4.3668 -1.9740
H 5.8979 -4.3591 -0.3097
H 5.3587 -2.0687 -2.2185
H 5.9270 -1.9363 -0.5674
H 2.1499 -2.9667 -0.1361
H 3.4245 -2.7904 0.9647
C 0.0212 4.0524 -4.0770
C -0.0927 3.3832 -2.7641
C -1.3275 3.9185 -2.1394
O -1.8977 4.8085 -3.0822
C -1.4222 4.5011 -4.3810
H 0.4682 3.4026 -4.8293
H 0.7108 4.8959 -4.0444
H 0.7826 3.6050 -2.1536
H -0.1976 2.3143 -2.9500
H -1.2394 4.5121 -1.2294
H -2.0596 3.1304 -1.9635
H -1.6290 5.3969 -4.9666
H -2.0137 3.6796 -4.7853
C 2.0971 1.7802 5.7231
C 3.5024 2.2165 5.3538
O 4.2347 1.1748 4.7291
O 1.3675 1.3796 4.5667
H 1.5786 2.5564 6.2860
H 2.2722 0.9934 6.4568
H 3.9463 2.5508 6.2915
H 3.5908 3.0679 4.6789
H 3.7226 1.0185 3.9323
H 0.4578 1.2096 4.8221
C -3.7044 2.6599 3.1688
C -4.9715 3.0432 2.3271
O -4.6300 3.2990 1.0007
O -3.1979 1.3635 2.9082
H -4.0206 2.6686 4.2120
H -2.8782 3.3663 3.0883
H -5.4627 3.8979 2.7921
H -5.7494 2.2815 2.2752
H -4.4748 2.4188 0.6503
H -3.8947 0.7431 3.1346
C -2.0200 0.5342 5.8930
C -1.1931 0.2510 7.1438
O -0.5129 1.3556 7.6238
O -1.2732 1.1038 4.8113
H -2.8783 1.1982 5.9960
H -2.3363 -0.4529 5.5559
H -0.2916 -0.3051 6.8868
H -1.8147 -0.1250 7.9564
H -1.1550 1.7748 8.2013
H -1.8806 1.0666 4.0688
C -0.1602 5.0883 2.6005
C 1.2352 5.2941 3.1679
O 1.1730 6.2335 4.2769
O -0.4876 6.2320 1.8187
H -0.8621 4.8820 3.4086
H -0.2021 4.2255 1.9357
H 1.8553 5.7314 2.3853
H 1.6448 4.3775 3.5923
H 1.3758 5.7749 5.0955
H -1.2459 6.0372 1.2632
C 4.5535 0.6973 1.0699
C 5.1759 2.0577 1.3076
O 6.0320 1.9829 2.4238
O 3.6052 0.3934 2.0413
H 5.3671 -0.0279 1.0611
H 4.0871 0.6963 0.0847
H 4.4650 2.8731 1.4415
H 5.6764 2.4356 0.4161
H 5.5909 1.5295 3.1460
H 2.7584 0.3638 1.5899
C -2.3311 -0.0586 -5.9348
Cl -1.2566 0.5768 -7.1301
Cl -1.7794 0.0419 -4.2893
H -3.2210 0.5673 -6.0011
H -2.5344 -1.0942 -6.2073
*
```

Atom charges from the Löwdin analysis, given in e for atoms 1 to 5: -0.201 -0.189 -0.180 -0.134 -0.165